{
  "formula": "C30H30N9O6SW",
  "method": "ωB97M-V/def2-TZVPD",
  "elements": ["C", "C", "C", "C", "H", "H", "H", "N", "H", "C", "C", "C", "O", "H", "H", "H", "H", "H", "H", "C", "C", "O", "H", "C", "H", "C", "C", "H", "O", "O", "H", "C", "N", "C", "C", "H", "N", "H", "H", "C", "O", "H", "N", "H", "C", "S", "H", "N", "C", "N", "H", "H", "H", "O", "W", "C", "C", "H", "N", "C", "C", "H", "H", "H", "C", "C", "C", "C", "C", "N", "H", "H", "H", "C", "N", "C", "C"],
  "positions_angstrom": [[-3.080, -0.265, 0.303], [3.486, -3.263, -1.341], [3.017, -2.090, -0.778], [3.986, -4.244, -0.496], [2.388, -1.314, 3.480], [3.448, -3.410, -2.414], [-3.861, 1.060, -2.107], [0.451, -0.486, -2.785], [-5.204, -2.739, 1.177], [-2.902, 1.462, -1.778], [-0.673, 2.938, -6.301], [-3.785, -1.457, 0.214], [1.298, 1.434, -1.950], [-3.037, 2.243, -1.031], [2.844, -0.767, -2.552], [0.108, 3.647, 0.612], [3.755, -1.756, 4.521], [-2.330, 1.818, -2.636], [4.024, -0.731, 3.091], [4.023, -4.027, 0.871], [-4.648, -1.812, 1.242], [2.925, 1.673, -0.048], [-0.448, -0.234, -5.116], [-4.058, 0.183, 2.435], [4.431, -4.774, 1.540], [-1.001, -3.123, 1.534], [2.369, -1.035, -1.613], [-1.247, 1.028, -7.096], [3.708, -2.770, 2.793], [-0.806, 0.881, -0.400], [-6.355, -2.226, 3.203], [-0.157, -0.750, 2.350], [1.103, 1.285, 1.907], [-0.098, 3.614, -5.235], [-4.795, -1.002, 2.364], [-1.007, 3.487, -7.171], [-1.327, -2.769, 2.768], [0.010, 4.690, -5.268], [-1.109, -1.264, 4.191], [3.066, -1.855, 0.592], [4.113, 3.475, -0.597], [-0.039, -2.565, -0.330], [1.928, 3.776, -0.161], [-1.323, -4.101, 1.197], [0.219, 1.522, -4.087], [-1.984, 0.129, -1.036], [-5.151, -1.677, 4.370], [0.112, -1.084, 1.087], [-0.283, -2.285, 0.685], [0.651, 3.200, -0.119], [-4.159, 0.820, 3.307], [2.029, 4.665, -0.630], [-3.664, -2.098, -0.653], [2.630, -0.637, 1.003], [1.401, 0.390, -0.105], [0.687, 0.783, -2.894], [3.062, 2.961, -0.323], [1.462, 2.627, 4.705], [1.234, 2.074, 3.894], [-3.202, 0.557, 1.416], [-0.886, -1.580, 3.178], [-2.626, 1.474, 1.483], [-6.360, -0.551, 3.765], [2.248, 3.057, 2.271], [-0.360, 0.844, -5.158], [0.351, 2.907, -4.129], [1.627, 2.252, 2.631], [-0.804, 1.554, -6.261], [-5.721, -1.388, 3.485], [1.015, -1.004, -1.621], [4.351, -5.177, -0.902], [0.164, 3.301, -1.002], [0.831, 3.417, -3.303], [0.428, 0.518, 2.801], [0.471, 0.966, 4.024], [3.451, -1.563, 3.497], [3.579, -2.839, 1.442]],
  "mulliken_charge": [0.7048, -0.5630, -0.0062, -0.7664, 0.1206, 0.5599, 0.4809, -0.9063, 0.3574, -1.0756, -0.4122, -0.5753, -1.0580, 0.3221, 0.6086, 0.3276, 0.3925, 0.3363, 0.2137, -0.6710, -0.8798, -0.8435, 0.5090, -0.9709, 0.4958, -0.8759, -0.4735, 0.4209, -0.4820, -0.3102, 0.3828, 0.4402, 0.4128, -0.8446, 0.9895, 0.4146, -0.4641, 0.4329, 0.5148, 0.8642, -0.6737, 0.4160, -0.3614, 0.4908, 0.3435, 0.3783, 0.3053, 2.4073, -0.3810, -0.1464, 0.4308, 0.2826, 0.4896, -1.1141, 2.4326, 0.3061, 0.4265, 0.1982, 0.0305, -0.4999, -1.0387, 0.3794, 0.3691, 0.5719, -0.3014, -0.1419, -0.4805, -0.7780, -1.4390, 0.3828, 0.4099, 0.1806, 0.4487, -0.5447, -0.6537, -0.4599, 0.2103],
  "total_charge": 1,
  "homo_energy_ev": [-10.2, -10.5],
  "de_lowest_kcal_mol": 62.1,
  "homo_lumo_gap_ha": [0.245, 0.227],
  "multiplicity": 3,
  "s2": 2.01,
  "largest_force_ev_per_a": 1.68
}

{
  "formula": "C3H3F3O3S",
  "method": "ωB97M-V/def2-TZVPD",
  "elements": ["F", "O", "F", "F", "H", "C", "C", "O", "H", "C", "S", "H", "O"],
  "positions_angstrom": [[0.843, 0.905, 1.657], [1.420, -1.381, -1.260], [-0.945, 1.910, 0.056], [0.038, 1.103, -1.702], [-1.872, 0.174, 1.203], [-0.912, -0.486, -0.269], [-0.277, 0.852, -0.447], [0.966, -2.087, 1.148], [2.098, 1.125, 0.160], [1.091, 0.571, 0.412], [0.786, -1.205, 0.028], [-1.339, -0.842, -1.678], [-1.898, -0.639, 0.693]],
  "mulliken_charge": [-0.2123, -0.5504, -0.2922, -0.2518, 0.4085, -0.3531, 0.5691, -0.5841, 0.3635, -0.0653, 1.0886, 0.1927, -0.3132],
  "homo_energy_ev": [-5.8, -11.4],
  "homo_lumo_gap_ha": [0.222, 0.245],
  "multiplicity": 3,
  "s2": 2.01,
  "largest_force_ev_per_a": 4.40
}

{
  "formula": "C6H10O",
  "method": "ωB97M-V/def2-TZVPD",
  "elements": ["H", "H", "C", "C", "C", "H", "H", "C", "O", "H", "C", "H", "H", "H", "C", "H", "H"],
  "positions_angstrom": [[3.029, 0.376, 0.141], [-2.707, -0.608, 1.473], [-0.990, -0.654, 0.052], [-1.774, -0.118, 1.212], [2.019, 0.678, -0.164], [-1.209, 0.274, 2.054], [-1.094, 1.561, -0.065], [0.513, -0.691, 0.130], [1.062, 0.413, 0.874], [-1.417, -1.503, -0.482], [1.325, -0.300, -1.117], [2.030, 1.735, -0.451], [0.715, 0.191, -1.880], [1.942, -1.077, -1.574], [-1.702, 0.660, -0.073], [0.844, -1.644, 0.568], [-2.588, 0.708, -0.699]],
  "mulliken_charge": [0.2567, 0.2762, -0.2685, -0.6209, -0.3703, 0.2184, 0.1989, 0.0818, -0.4693, 0.4340, -0.6672, 0.2556, 0.2413, 0.3156, -0.5675, 0.3916, 0.2936],
  "smiles": "C1C[C@H](C2CC2)O1",
  "homo_energy_ev": -9.6,
  "de_lowest_kcal_mol": 33.7,
  "homo_lumo_gap_ha": 0.397,
  "multiplicity": 1,
  "largest_force_ev_per_a": 0.34
}

{
  "formula": "C12H29Cl2N2PRuS",
  "method": "ωB97M-V/def2-TZVPD",
  "elements": ["C", "H", "H", "H", "Cl", "H", "C", "C", "C", "H", "H", "H", "H", "H", "P", "C", "H", "H", "H", "H", "H", "H", "H", "Ru", "H", "C", "H", "H", "C", "H", "H", "H", "H", "H", "H", "Cl", "C", "C", "C", "C", "N", "H", "N", "H", "H", "S", "C", "H"],
  "positions_angstrom": [[-1.173, -2.601, -3.281], [1.319, -2.220, -4.745], [1.341, 0.512, 3.716], [-1.042, 1.158, 9.167], [-2.163, -1.304, 3.296], [-0.860, 3.466, -2.642], [-0.981, 2.406, -2.412], [0.922, 1.375, 8.193], [-1.172, -1.126, -3.671], [-0.980, 2.470, 7.901], [-0.203, -3.072, -3.415], [1.516, -0.572, -5.314], [1.383, 2.349, 7.928], [-0.556, 1.167, 3.277], [0.033, -0.209, -2.563], [2.285, -1.827, -2.165], [-2.662, 0.450, -3.924], [1.285, 1.033, 9.187], [-3.293, -1.181, -4.065], [-1.892, -3.153, -3.887], [1.706, -2.749, -2.184], [3.317, -2.084, -2.411], [-0.029, 2.871, -4.913], [-0.040, -0.265, 3.481], [-2.885, -0.530, -2.481], [-0.627, 1.455, 8.180], [0.712, 1.317, -5.245], [-0.860, -1.035, -4.713], [-0.083, 1.804, -4.688], [2.210, 0.054, 6.986], [-1.032, 1.443, -5.081], [2.915, -1.504, -4.812], [1.026, 1.917, -2.876], [-2.022, 0.268, 6.952], [2.348, 0.102, -3.052], [0.911, -0.718, 1.417], [0.084, -0.101, 6.625], [0.035, 1.574, -3.189], [1.736, -0.799, -3.151], [-2.577, -0.557, -3.526], [1.258, 0.385, 7.200], [-0.859, 2.277, -1.338], [-1.045, 0.500, 7.182], [-2.005, 2.136, -2.660], [2.262, -1.450, -1.145], [0.022, -1.415, 5.682], [1.868, -1.295, -4.584], [-1.455, -2.723, -2.235]],
  "mulliken_charge": [-1.6385, 0.2421, 0.0734, 0.2391, -0.4912, 0.4548, -1.5758, -0.4023, 0.6388, 0.2410, 0.3008, 0.2444, 0.2341, 0.0385, 0.2480, -1.2689, 0.2897, 0.2386, 0.4405, 0.4213, 0.2484, 0.4370, 0.4709, -0.3696, 0.3826, -0.4211, 0.2314, 0.3643, -1.3446, 0.2229, 0.1793, 0.4475, 0.2940, 0.2127, 0.3707, -0.1544, 0.0802, 0.5092, 0.5597, -1.6957, -0.0919, 0.3952, -0.1492, 0.2605, 0.2344, -0.5629, -1.4584, 0.3783],
  "total_charge": -1,
  "homo_energy_ev": [-0.9, -4.8],
  "de_lowest_kcal_mol": 0.0,
  "homo_lumo_gap_ha": [0.134, 0.272],
  "multiplicity": 6,
  "s2": 8.77,
  "largest_force_ev_per_a": 3.14
}

{
  "formula": "C7H10N5",
  "method": "ωB97M-V/def2-TZVPD",
  "elements": ["H", "H", "C", "N", "H", "N", "C", "C", "C", "N", "C", "H", "N", "N", "H", "H", "C", "H", "C", "H", "H", "H"],
  "positions_angstrom": [[4.165, -0.114, -0.572], [3.498, 1.996, 0.365], [1.387, 1.463, 0.577], [-1.137, -0.126, 0.954], [-3.394, 0.638, -1.060], [-0.069, -1.828, -0.253], [3.165, 0.082, -0.412], [2.752, 1.303, 0.181], [0.727, 0.303, 0.477], [-3.179, -0.129, -0.419], [-1.904, 0.688, 0.255], [-2.465, 2.500, -0.222], [-1.727, 1.929, 0.302], [-1.101, -1.492, 0.719], [-0.738, -1.927, 1.671], [1.071, 2.480, 0.888], [2.246, -0.906, -0.747], [2.433, -1.698, -1.477], [1.001, -0.920, -0.177], [-2.958, -0.986, -0.948], [-3.881, -0.422, 0.193], [0.107, -2.832, -0.295]],
  "mulliken_charge": [0.4784, 0.4542, -0.7940, -0.1072, 0.3506, -0.2802, -0.6441, -0.4448, 0.8434, -0.3428, 0.3241, 0.2318, -0.4714, -0.4730, 0.3275, 0.3817, -0.4911, 0.3927, 0.2874, 0.3663, 0.3030, 0.3075],
  "total_charge": 1,
  "homo_energy_ev": -11.8,
  "de_lowest_kcal_mol": 117.0,
  "homo_lumo_gap_ha": 0.311,
  "multiplicity": 1,
  "largest_force_ev_per_a": 5.12
}

{
  "formula": "C8H9Cl2FO3",
  "method": "ωB97M-V/def2-TZVPD",
  "elements": ["C", "O", "H", "C", "H", "H", "C", "O", "Cl", "O", "H", "H", "H", "C", "C", "H", "C", "H", "F", "H", "C", "Cl", "C"],
  "positions_angstrom": [[-1.320, -1.242, -0.032], [-0.638, 2.731, 1.387], [-1.240, 0.324, -1.961], [-0.420, 0.651, -1.308], [-1.425, -1.811, -0.966], [2.066, 1.605, 0.371], [1.183, -0.952, -0.352], [-0.584, 1.928, -0.651], [3.827, -1.456, -0.427], [-0.284, 0.505, 1.123], [2.241, 0.573, 1.809], [-3.424, -1.368, 0.162], [-2.927, 0.136, -0.634], [2.600, 0.739, 0.780], [2.380, -0.550, 0.004], [3.670, 0.962, 0.876], [-0.504, 1.816, 0.716], [0.435, 0.781, -1.986], [-1.118, -2.059, 1.072], [-2.766, -0.086, 1.180], [-0.132, -0.222, -0.070], [1.069, -2.459, -1.282], [-2.688, -0.549, 0.190]],
  "mulliken_charge": [-0.0203, -0.4438, 0.3276, -0.6535, 0.4835, 0.2729, -0.6680, -0.3512, -0.2055, -0.4583, 0.2802, 0.4371, 0.3749, -1.0832, 0.5089, 0.4009, 0.4447, 0.3841, -0.3668, 0.3167, 1.6482, -0.1827, -1.4462],
  "smiles": "C/C(Cl)=C(/Cl)[C@]1([C@H](C)F)COC(=O)O1",
  "homo_energy_ev": -9.7,
  "homo_lumo_gap_ha": 0.373,
  "multiplicity": 1,
  "largest_force_ev_per_a": 4.30
}